No. 1
148
Properties=species:S:1:pos:R:3:forces:R:3 method="wB97M-V/def2-TZVPD" gap_ev=8.97 total_energy_ev=-79607.895 charge=0
H -0.6874 5.4250 -2.4288 -0.09 -0.13 -0.65
H 3.9815 -0.3013 -0.6512 -0.33 -0.56 0.65
H 4.8914 1.3389 -2.2303 -0.68 0.20 -0.22
O -4.8738 -3.3142 1.6009 -0.71 0.23 -0.56
C -1.0938 2.4422 -5.2889 -1.05 -0.10 0.05
H -1.4965 -4.6689 -5.3453 -0.14 0.11 0.08
H 3.3193 8.1970 0.0788 0.12 0.36 0.00
H 3.8175 0.9300 3.7895 -0.72 0.20 -0.36
C -3.4373 -0.0474 -3.5734 0.54 0.18 -0.22
H 0.2853 1.8984 0.5380 -0.18 0.53 0.96
H 3.6587 2.8076 0.3658 0.59 0.19 -0.54
H 0.5514 -6.1186 2.3525 0.06 -0.31 0.09
H 4.8608 4.1369 0.2695 0.15 0.10 0.20
H -0.1096 -4.8578 3.3790 -0.12 0.02 0.05
O -3.3537 -0.6677 5.1888 0.50 -1.32 -1.17
C -0.0520 -0.0081 -0.3533 -1.50 -0.63 -2.15
C -3.4070 2.9730 2.6104 -0.20 0.49 0.89
C -6.2300 2.1075 -2.3062 -0.07 0.63 -0.94
O 1.8462 -2.0702 4.8961 0.59 -0.65 -0.15
O 6.3603 0.1797 -0.5896 0.63 0.97 -0.74
C 3.5088 -1.6729 -4.5459 -0.25 -1.07 0.46
H 6.4723 -2.4205 1.3889 -0.60 0.24 0.00
H -6.3831 2.0874 -1.2382 -0.08 0.03 0.24
H 0.6959 3.9432 -4.4566 0.00 0.02 0.10
C -1.1365 3.2097 -3.9806 1.39 -0.44 0.58
H 1.7251 0.4597 -4.5207 -0.30 -0.25 -0.10
O 0.3997 2.3162 3.0992 0.01 0.72 -0.59
O -0.8666 -0.3448 -1.2415 1.67 1.00 2.07
H -3.0465 3.9610 2.9508 0.16 -0.26 -0.59
C 2.9639 7.5928 -0.7471 -0.11 -0.67 -0.05
H 4.0740 2.3703 -3.4981 0.05 -0.17 -0.02
H 3.0529 -4.5036 6.0685 -0.35 0.20 0.08
H -0.9442 -6.4518 3.2883 0.20 0.13 -0.19
N 2.1587 5.8844 0.8800 -0.94 0.51 -2.17
H 0.1896 4.1538 -1.6438 0.06 0.32 -0.17
H 4.1952 -3.5238 3.5052 0.42 -0.24 0.11
C -3.7186 2.8827 1.1221 -1.11 -0.83 0.80
H -3.2297 -3.8007 4.7136 0.18 0.81 0.09
C 2.4369 -1.2130 -3.5190 0.98 -0.06 1.58
H 2.8104 2.2954 3.1728 0.08 -0.34 0.00
H -1.6323 -3.2042 5.0709 0.28 0.16 -0.27
H -3.1047 -0.9731 -3.1381 -0.26 -0.59 0.28
H -2.9868 -0.5348 2.7013 -0.03 0.39 -0.06
H 1.2573 -4.2215 5.9819 -0.10 0.10 0.39
H -3.4857 -0.2231 -4.6584 -0.03 0.33 0.25
C -5.0333 -2.7282 0.5305 1.37 -0.86 1.32
H -0.2639 -1.7828 0.9413 -0.17 -0.32 -0.50
H 4.1218 -1.9834 0.1490 -0.13 0.61 -0.18
H 0.7365 -0.9964 -4.7074 -0.74 0.02 -0.20
O 4.7294 4.4059 -2.1674 -0.47 -1.52 0.47
C 4.4259 -0.9214 0.1477 0.27 -0.18 -0.59
H 3.1865 -2.5294 -5.1868 -0.26 0.73 0.42
H 2.7203 -3.9721 2.6724 0.12 0.45 0.00
H 5.3705 2.4235 0.0025 0.06 0.01 0.34
H 0.3632 1.9681 -1.2309 -0.02 -0.31 0.16
C -5.8436 -1.5064 0.4295 -0.01 0.88 0.53
H -5.2085 -0.6076 0.4679 0.21 -0.30 -0.26
H -1.5395 -2.5610 -2.3513 0.49 0.06 0.33
N 1.7354 0.7157 3.9553 0.30 -0.30 0.16
H -1.5615 1.1037 4.4114 0.73 -0.08 0.01
H -0.3031 0.8716 5.6636 -0.11 0.56 0.31
H -2.7343 2.4712 -0.6973 0.52 -0.12 0.40
C 4.1013 2.0914 -2.4462 0.19 0.28 0.41
H -2.6469 2.2539 2.9301 0.13 0.07 -0.41
H 1.3538 -1.4654 0.1423 -0.50 -0.19 0.11
O -4.8206 2.5195 0.7476 0.42 0.29 0.14
H 3.8166 7.0417 -1.1577 -0.15 -0.38 0.41
O -2.0733 3.2323 -3.1926 0.23 0.00 -0.69
C -2.9640 -1.6196 4.5008 -0.22 1.37 1.64
H 2.1262 -5.2273 4.7716 -0.06 0.72 0.57
C -2.7617 -1.5341 3.0431 -0.07 0.24 -0.81
C 1.1283 4.9878 1.3993 0.64 0.93 1.32
C 0.4557 -1.0404 0.6317 1.01 1.10 0.82
H 2.9760 6.0821 1.4059 0.51 -0.06 0.30
C -1.8393 -6.1928 0.6338 -0.19 0.35 0.55
C 0.5971 1.3806 -0.3351 0.15 -1.41 -0.84
H -2.2921 -6.9402 1.2776 -0.28 -0.05 0.11
O -1.0394 -3.9806 1.2145 -0.19 -1.28 0.34
H -4.1627 2.2756 -2.8068 0.69 0.51 -0.23
H -2.8865 -2.8951 6.2168 -0.26 0.15 0.15
H -2.5823 -5.7597 -0.0359 0.13 0.19 0.26
C -2.6257 3.1521 0.1569 -0.11 0.00 -0.05
O 2.5992 -1.4221 -2.3086 -0.15 0.03 -2.09
H 7.7889 -1.4103 0.8297 -0.72 -0.09 -0.40
H -0.9098 -3.0438 -4.8140 0.18 -0.68 -0.05
C -0.8271 -3.3914 -2.2284 0.29 -0.22 0.18
C 6.8100 -1.8499 0.5247 1.45 0.06 0.53
H -1.1710 -6.7561 0.0007 0.65 0.00 -0.17
H 0.8447 -0.5746 1.5719 -0.28 -0.04 -0.66
C 5.9033 -0.7842 -0.0509 -0.12 -1.10 1.06
H -3.2573 -2.5534 -0.5743 -0.58 -0.16 -0.14
H -0.5928 2.9926 -6.0675 -0.06 0.53 -0.34
H -2.8340 4.1189 -0.2864 0.28 0.50 0.05
H -2.6367 0.6462 -3.2963 -0.26 0.26 -0.39
O -5.5885 -0.5204 -2.7143 -1.06 -0.25 -0.19
C 3.1818 -3.2044 3.3145 -0.03 -0.07 -0.02
N -4.9353 1.6609 -2.7295 -0.60 -1.26 -0.10
H 0.2121 -3.0535 -2.3681 -0.45 0.14 -0.27
H 3.2100 -2.2066 2.8769 -0.13 -0.23 -0.28
H 4.3566 -2.0897 -3.9848 -0.19 0.38 -0.04
H 3.8602 -0.8903 -5.2194 -0.22 0.15 0.17
H -0.8846 -3.8082 -1.2257 -0.33 0.16 0.08
C 1.8410 6.6927 -0.2245 0.70 -0.92 1.24
H 2.6328 8.1833 -1.5890 -0.45 0.39 0.16
H 4.2572 -0.5033 1.1377 -0.33 0.08 0.12
H 1.7589 -0.2014 4.3913 0.04 0.19 -0.08
H 2.9340 0.7854 2.2205 0.00 0.34 0.52
C 4.4667 3.3226 -1.6429 0.16 1.52 -0.21
C -0.3770 -5.6938 2.7356 -0.29 0.22 -0.28
C -4.7873 0.3421 -3.0032 1.91 0.13 0.53
H -2.1344 2.2317 -5.5563 0.30 -0.04 -0.22
H 1.5520 4.5061 2.2808 -0.04 -0.47 -0.31
N 0.0805 3.7902 -3.6737 -1.62 0.09 -0.63
C -1.1135 -5.1675 1.5098 0.04 0.70 -0.71
H -6.4324 -1.4275 1.3244 -0.62 -0.06 0.28
C -2.6832 -2.9322 5.1544 -0.10 -1.36 0.18
H -0.5410 1.5070 -5.2574 -0.08 -0.18 0.58
C 4.5891 3.1727 -0.1351 -0.64 -0.44 -0.32
H 0.3316 5.5931 1.8099 -0.58 0.09 -0.12
O -2.0721 -5.2867 -2.9330 0.66 0.39 -0.30
C 1.2664 -0.3947 -3.9892 1.70 0.42 -0.30
O 0.7240 6.6188 -0.6908 0.04 0.41 -0.31
C 0.1394 4.7306 -2.5810 0.57 -0.63 1.14
C 0.5574 1.3354 3.7976 -0.95 -0.64 0.50
C 2.4053 -3.1195 4.5857 -1.30 1.43 0.24
C -0.8604 -4.1409 -4.6350 -0.38 0.43 -0.92
H -4.2717 2.7888 3.2577 -0.14 -0.17 -0.57
H 1.0639 5.2728 -2.6813 0.19 0.30 0.10
H 7.0514 -2.6005 -0.2212 -0.09 -0.05 -0.40
C -1.2894 -4.3991 -3.2358 -0.71 -0.52 0.74
H -4.7170 -2.9601 -1.5675 0.38 0.08 0.14
H 0.1441 -4.5030 -4.8217 0.40 0.14 0.18
C 2.1763 -4.3169 5.4298 0.79 -1.73 -0.91
H -1.7841 -1.8332 2.6319 -0.27 -0.16 0.55
H -3.9024 -4.1834 -0.5621 -0.03 -0.39 0.17
H 3.1040 1.7446 -2.1202 0.47 -0.13 -0.10
C -4.1971 -3.1509 -0.6168 0.19 0.60 -1.18
C 2.8756 1.2026 3.2545 1.28 -0.12 -0.53
H 1.6768 1.1853 -0.2536 -0.11 0.30 0.00
H -1.6853 3.1495 0.7190 0.10 -0.02 -0.69
C -0.5438 0.7295 4.6151 -0.68 -0.48 0.56
H -6.4143 -1.4252 -0.4742 -0.33 -0.03 -0.48
H 0.7024 4.2820 0.6974 0.33 -0.05 -0.25
H -6.3947 3.0833 -2.7513 0.03 0.50 0.48
H -0.5613 -0.3639 4.6061 0.06 0.01 -0.61
H 0.7374 0.0115 -3.1431 -0.66 -0.32 0.11
H -6.9207 1.4941 -2.8543 -0.65 -0.54 0.32
H -3.5151 -2.1954 2.6196 0.08 -0.18 -0.22

No. 2
78
Properties=species:S:1:pos:R:3:forces:R:3 method="wB97M-V/def2-TZVPD" gap_ev="6.99 / 6.77" total_energy_ev=-105660.213 charge=+1 multiplicity=2 e_above_lowest_kcal_mol=8.8
H -4.5682 -0.0831 0.9138 -0.55 -0.55 0.59
C 2.6459 -3.6431 -4.3832 -0.06 -0.04 0.09
Cl -0.2372 -1.2261 1.2335 -0.55 0.78 0.11
C 5.5974 -1.8634 -1.2387 -0.02 -0.01 -0.01
H 7.7262 -2.0856 -1.0816 0.00 0.00 0.01
C -2.5048 0.1389 -1.4621 0.18 0.14 -0.15
C 1.9376 -4.3925 -3.4395 0.13 0.03 -0.08
C -4.8273 0.0066 5.4467 1.64 1.50 -0.74
S -1.4420 3.0346 6.8229 0.83 0.71 1.37
C -1.1895 3.1045 5.1602 0.25 0.14 -1.89
H 0.3058 3.6194 0.7533 0.03 0.17 -0.07
C -2.7481 1.9725 6.6889 -0.73 -0.68 -2.11
H 1.7047 -4.3536 -0.7269 0.12 0.02 -0.02
H -3.9413 -0.2652 -3.0008 0.00 0.00 -0.02
C 0.8440 -3.8496 -5.9605 0.08 0.05 0.01
C -2.3210 3.7265 0.5768 -0.52 1.96 -2.33
H 2.6692 -2.7908 -6.3489 0.01 0.00 -0.01
C 0.1243 -4.5918 -5.0355 -0.01 -0.01 0.09
C 1.1805 2.9979 0.6015 0.06 -0.08 0.24
H -0.8622 -4.9599 -5.2850 -0.01 -0.02 -0.01
H -1.6510 4.9063 2.3394 0.04 0.08 0.08
H -2.5543 0.7221 -4.7984 0.00 -0.02 0.03
H -0.0433 3.8116 3.5147 0.00 0.01 1.07
N -3.9332 0.6604 3.4073 -1.48 -1.35 -1.46
H 2.0918 -0.2392 0.3313 0.03 -0.01 0.01
C -0.9444 1.2266 -3.4700 -0.01 -0.07 -0.04
H 2.9220 -6.2329 -1.5904 -0.04 0.12 -0.07
H 0.4712 4.4256 5.1001 -0.65 -0.66 -0.67
H -4.9570 -0.0355 6.5193 -0.18 -0.21 -0.25
C 1.0285 1.6114 0.5544 -0.02 -0.14 0.06
C -3.5039 2.9844 0.3478 -1.52 2.34 -1.29
H 0.5056 1.5904 -1.9441 -0.02 0.04 -0.02
H -0.3248 1.6468 -4.2525 -0.01 -0.01 0.01
S -5.6755 -0.9089 4.3080 -1.25 -1.16 0.14
H 4.5321 3.2704 0.2062 -0.03 0.00 0.00
C -2.3987 4.2874 1.8716 -0.93 2.36 -0.25
C 3.5566 2.8104 0.3020 -0.05 0.02 -0.02
C 2.1062 -3.3739 -5.6316 -0.10 0.01 -0.08
H -5.7815 -1.2863 1.4042 0.82 0.80 0.21
Si 2.6840 -4.7740 -1.7660 -0.04 -0.12 0.07
C -2.9451 1.7174 5.3344 -0.16 -0.08 2.13
H -1.5123 3.8459 -0.1226 -0.06 0.02 -0.17
H 3.4722 -1.9299 -1.4399 -0.08 0.04 0.03
C 0.6677 -4.8585 -3.7866 0.02 0.06 -0.04
H -3.9893 4.1630 3.4280 0.05 -0.15 0.10
H 0.4214 -3.6387 -6.9342 0.00 -0.01 -0.01
C -3.6308 3.8939 2.4481 -1.61 2.78 -0.96
C -4.8488 -0.2429 3.0021 0.89 0.71 -1.38
C 5.5260 -4.6173 -1.5367 -0.06 0.03 -0.02
H 7.6609 -4.5425 -1.3515 0.00 0.00 0.00
C 4.3271 -3.9016 -1.5596 -0.10 0.00 0.09
N -2.0940 2.3550 4.4959 2.01 1.43 0.43
H 0.0907 -5.4328 -3.0715 -0.03 -0.04 0.02
C -4.3094 3.0895 1.5034 -2.06 2.49 -1.26
H -3.1227 -0.2986 -0.6884 -0.12 -0.22 0.13
H 3.6268 -3.2551 -4.1364 0.04 -0.04 -0.01
C 6.7421 -3.9707 -1.3644 0.03 0.05 -0.03
C 2.1780 0.8393 0.3719 0.07 -0.06 0.06
C 6.7790 -2.5921 -1.2139 0.00 -0.03 0.01
H -3.7242 2.4169 -0.5402 0.02 -0.16 -0.09
H -5.2743 2.6315 1.6427 -0.05 -0.13 0.08
N -5.0815 -0.5730 1.6536 0.08 0.30 1.54
N -0.1712 3.8540 4.5338 -1.13 -0.70 0.86
H -3.3126 1.5534 7.5108 0.29 0.25 0.02
Ce -2.3818 2.0195 2.0810 2.95 -8.95 8.28
H 5.5133 -5.6935 -1.6607 -0.02 -0.02 0.03
C 3.4279 1.4279 0.2512 -0.03 0.04 -0.03
H 2.5184 4.6757 0.5145 0.00 0.00 -0.01
C -0.4802 1.1975 -2.1614 0.00 0.00 -0.05
Si -0.7063 0.8448 0.6755 4.71 -3.06 -4.01
C -2.1916 0.7039 -3.7785 0.00 0.03 0.07
C -3.9187 0.8025 4.7531 -1.13 -0.91 1.66
C -1.2499 0.6559 -1.1287 0.02 0.19 0.00
C 2.4273 3.5971 0.4753 0.06 0.11 0.02
C 4.3848 -2.5130 -1.4105 0.09 -0.05 -0.01
C -2.9710 0.1555 -2.7674 -0.13 -0.08 -0.04
H 4.3057 0.8086 0.1156 -0.02 -0.01 0.01
H 5.6225 -0.7872 -1.1258 0.03 0.03 -0.03